{
  "formula": "H50O27V",
  "method": "ωB97M-V with the def2-TZVPD basis set",
  "multiplicity": 1,
  "homo_ha": -0.445,
  "total_charge": 1,
  "max_force_ev_per_a": 2.2,
  "gap_ev": 9.2,
  "symbols": ["O", "V", "O", "O", "H", "H", "O", "H", "H", "O", "H", "H", "O", "H", "H", "O", "H", "H", "O", "H", "H", "O", "H", "H", "O", "H", "H", "O", "H", "H", "O", "H", "H", "O", "H", "H", "O", "H", "H", "O", "H", "H", "O", "H", "H", "O", "H", "H", "O", "H", "H", "O", "H", "H", "O", "H", "H", "O", "H", "H", "O", "H", "H", "O", "H", "H", "O", "H", "H", "O", "H", "H", "O", "H", "H", "O", "H", "H"],
  "positions_angstrom": [[-16.4144, -5.4846, -10.2890], [-17.2910, -5.0086, -11.5336], [-18.7326, -5.6507, -11.2863], [-15.1394, -0.7640, -11.6648], [-14.3293, -0.2547, -11.6395], [-15.7477, -0.2226, -12.1679], [-12.2512, -4.9694, -9.5924], [-12.4588, -4.3141, -8.9263], [-12.3764, -4.5136, -10.4247], [-19.4318, -7.1274, -15.8662], [-19.0179, -7.9252, -15.5371], [-20.1184, -6.9326, -15.2284], [-20.8009, -3.7615, -13.2696], [-20.5868, -4.6868, -13.3885], [-21.4983, -3.5932, -13.9033], [-22.2191, -3.4341, -9.1370], [-21.5314, -2.8956, -8.7455], [-21.8677, -4.3243, -9.1164], [-17.9216, -8.9810, -10.1723], [-18.1500, -9.5219, -9.4163], [-16.9731, -8.8686, -10.1092], [-16.4197, -8.5144, -6.4342], [-15.6233, -7.9835, -6.4484], [-16.4523, -8.8743, -5.5479], [-15.7814, -2.9676, -8.8585], [-15.1018, -2.2948, -8.8988], [-15.9079, -3.1252, -7.9229], [-15.0694, -6.0818, -5.9621], [-14.9496, -6.2204, -5.0226], [-14.9233, -5.1441, -6.0869], [-21.2897, -1.1839, -12.2228], [-21.6390, -0.8901, -13.0642], [-21.2806, -2.1389, -12.2871], [-15.1315, -7.7688, -8.8021], [-15.4643, -8.3043, -8.0819], [-15.6812, -6.9853, -8.7925], [-16.4626, -6.6682, -12.8403], [-15.5918, -6.8936, -13.1678], [-17.0630, -7.1769, -13.3852], [-12.3998, -6.9177, -7.3449], [-12.3976, -6.5041, -8.2081], [-13.3270, -7.0192, -7.1298], [-20.9190, -8.4763, -10.5599], [-20.2575, -9.1668, -10.5169], [-21.6676, -8.8876, -10.9920], [-20.9004, -7.0576, -13.3419], [-21.8423, -6.9239, -13.2362], [-20.5627, -7.1044, -12.4475], [-14.0343, -7.0883, -14.1639], [-13.1950, -6.6427, -14.0486], [-14.2543, -6.9509, -15.0853], [-13.1310, -8.7344, -10.4764], [-13.7272, -8.2339, -9.9194], [-13.1564, -9.6218, -10.1185], [-15.4652, -3.5182, -12.0325], [-15.3285, -2.5712, -12.0610], [-14.6412, -3.8696, -11.6953], [-12.4873, -3.2688, -11.5791], [-12.4194, -2.9529, -12.4801], [-12.8426, -2.5263, -11.0905], [-18.1386, -3.1909, -10.4887], [-18.9855, -3.0654, -10.0605], [-17.5885, -2.4879, -10.1432], [-19.6055, -1.9362, -8.4417], [-20.3026, -1.4298, -8.0247], [-18.8059, -1.6555, -7.9967], [-18.2488, -3.8609, -13.2530], [-19.2019, -3.7938, -13.3107], [-17.9368, -3.5955, -14.1181], [-21.2175, -5.9752, -9.3321], [-21.0627, -6.6948, -9.9440], [-21.5458, -6.4004, -8.5398], [-17.7536, -9.5696, -12.8797], [-16.8665, -9.8522, -12.6573], [-18.1673, -9.3911, -12.0352], [-17.8117, -2.6322, -15.4876], [-18.1724, -3.2832, -16.0895], [-17.2209, -2.1072, -16.0277]],
  "atomic_forces_ev_per_a": [[-0.489, 0.340, -1.127], [-1.399, -0.679, 1.565], [1.485, 0.238, -0.550], [0.116, -0.308, 0.137], [0.245, 0.242, 0.008], [-0.348, 0.186, -0.159], [-0.090, -0.444, 0.565], [0.048, 0.064, 0.296], [0.174, -0.123, -0.308], [0.320, 0.373, -0.430], [0.010, -0.294, 0.096], [-0.184, -0.128, 0.401], [-0.353, 0.022, -0.023], [-0.384, -1.012, 0.208], [-0.209, 0.135, -0.305], [-0.405, 0.692, 0.041], [0.076, -0.050, -0.035], [0.232, -0.565, -0.264], [-0.523, -0.097, -0.110], [0.024, -0.127, 0.356], [0.531, 0.298, 0.077], [-0.226, -0.367, -0.231], [0.143, 0.591, 0.423], [-0.077, -0.249, 0.182], [-0.058, 0.168, -0.210], [0.184, 0.275, 0.015], [-0.110, -0.155, 0.264], [-0.099, -0.110, -0.124], [0.078, -0.013, 0.350], [0.167, 0.151, -0.116], [0.065, 0.370, 0.138], [-0.095, 0.203, -0.145], [0.073, -0.315, 0.228], [0.080, -0.111, -0.185], [-0.185, -0.464, -0.007], [-0.255, 0.518, -0.273], [-1.079, 1.119, 0.624], [1.222, 0.142, -0.104], [-0.615, -0.324, -0.003], [0.251, -0.044, 0.487], [0.091, 0.062, -0.538], [-0.240, 0.039, -0.016], [-0.147, 0.163, -0.159], [0.426, -0.012, 0.029], [-0.330, -0.154, -0.088], [-0.056, 0.400, -0.473], [-0.359, -0.050, 0.008], [0.374, -0.119, 0.538], [-0.337, -0.020, 0.127], [0.305, -0.003, 0.242], [-0.070, -0.044, -0.353], [0.327, -0.125, -0.637], [-0.300, 0.228, 0.363], [0.100, -0.168, 0.085], [-0.664, -0.907, -0.353], [-0.245, 0.758, -0.014], [0.321, -0.377, 0.265], [-0.319, 0.245, -0.336], [0.186, -0.027, -0.394], [0.033, 0.301, 0.242], [0.709, -0.361, -0.806], [-0.676, -0.248, 0.151], [0.525, -0.035, 0.123], [0.109, -0.162, -0.151], [-0.245, 0.299, 0.053], [0.211, 0.035, 0.204], [1.563, -0.938, 0.804], [-0.519, 0.540, 0.308], [0.644, 0.473, -0.287], [-0.067, 0.428, 0.302], [0.251, -0.376, -0.186], [-0.066, -0.192, 0.212], [-0.090, 0.197, -0.934], [0.215, -0.152, 0.066], [0.010, 0.100, 0.546], [-0.025, 0.068, -0.215], [-0.209, -0.212, -0.408], [0.225, 0.198, -0.071]]
}